Computed, not measured: a 2-piece molecular cluster, C2H8N2O2 overall, with ωB97M-V with the def2-TZVPD basis set.

```
! wB97M-V def2-TZVPD RIJCOSX def2/J DEFGRID3
* xyz 0 1
N 0.908 2.040 0.871
C -0.386 1.470 0.600
O -0.554 0.800 -0.718
H 0.871 3.036 1.264
H 1.643 1.968 0.137
H -0.571 0.647 1.272
H -1.307 2.158 0.658
H 0.375 0.727 -1.091
C 0.330 -2.229 -0.072
N -0.754 -1.988 -0.967
O 1.298 -1.499 0.218
H 0.269 -3.191 0.394
H -0.740 -1.173 -1.602
H -1.383 -2.765 -0.964
*
```

The HOMO energy comes out at -9.11 eV. The maximum force comes out at 3.6 eV/Å. The calculation puts the LUMO energy at 0.96 eV. The orbital gap comes out at 10.07 eV. The calculation puts the energy relative to the best compared isomer or geometry (same formula, charge and spin) at 193.72 kJ/mol.

Computed, not measured: a 2-piece molecular cluster, C28H41ClN4O10PS3 overall, with ωB97M-V with the def2-TZVPD basis set.

```
! wB97M-V def2-TZVPD RIJCOSX def2/J DEFGRID3
* xyz -1 1
C -5.354 -0.491 -0.156
C -5.024 0.717 -1.044
O -5.836 1.249 -1.761
O -3.715 1.201 -0.907
C -3.926 2.552 -0.410
C -2.670 3.284 -0.043
N -1.849 2.761 1.146
P -2.606 3.000 2.780
N -3.909 2.210 2.958
O -1.610 2.458 3.963
O -2.924 4.559 2.946
C -0.622 3.668 0.981
C 0.141 4.193 2.223
N 1.262 5.053 1.749
C 0.454 2.919 0.089
C -0.067 1.442 -0.171
C 0.943 0.393 0.340
C 2.180 0.146 -0.577
C 2.637 -1.351 -0.564
S 4.407 -1.488 -0.110
C 4.504 -2.790 1.175
S 4.351 -2.314 2.720
N 4.749 -4.106 0.741
C 4.179 -5.119 1.612
C 2.878 -5.123 2.096
C 2.450 -6.156 2.901
C 3.262 -7.230 3.227
C 4.566 -7.217 2.735
C 5.013 -6.172 1.946
C 4.445 -4.338 -0.657
C 5.400 -4.125 -1.645
C 5.156 -4.327 -2.987
C 3.919 -4.803 -3.395
C 2.959 -5.066 -2.435
C 3.216 -4.818 -1.089
O -0.818 1.191 -1.320
C -0.164 1.473 -2.550
C -1.203 1.786 -3.677
C -0.479 2.482 -4.854
O -2.320 2.486 -3.200
C -1.148 1.440 0.994
Cl -2.043 -0.049 1.344
H -4.608 -1.270 -0.397
H -6.376 -0.813 -0.361
H -5.200 -0.154 0.879
H -4.737 2.598 0.347
H -4.354 3.099 -1.265
H -2.971 4.312 0.223
H -2.051 3.396 -0.945
H -4.127 1.644 2.140
H -1.575 1.505 3.772
H -2.686 4.842 3.845
H -0.782 4.573 0.387
H 0.613 3.327 2.726
H -0.437 4.792 2.931
H 2.103 4.490 1.654
H 1.479 5.662 2.535
H 1.428 2.778 0.571
H 0.525 3.540 -0.809
H 0.456 -0.583 0.490
H 1.342 0.660 1.333
H 3.024 0.703 -0.134
H 2.082 0.509 -1.603
H 2.560 -1.699 -1.605
H 2.033 -1.963 0.117
H 2.222 -4.291 1.838
H 1.434 -6.123 3.296
H 2.932 -8.061 3.847
H 5.193 -8.072 2.988
H 6.045 -6.223 1.599
H 6.383 -3.779 -1.318
H 5.968 -4.102 -3.679
H 3.691 -4.998 -4.442
H 1.984 -5.471 -2.706
H 2.396 -5.038 -0.405
H 0.383 0.572 -2.877
H 0.535 2.326 -2.528
H -1.520 0.797 -4.051
H 0.040 1.698 -5.431
H -1.243 2.892 -5.528
H 0.261 3.228 -4.529
H -2.303 3.403 -3.498
H -0.465 1.489 1.862
O -7.887 3.609 -1.041
S -7.310 3.644 0.321
O -8.082 4.564 1.186
O -5.882 4.138 0.242
O -7.300 2.268 0.911
*
```

The HOMO energy comes out at -1.80 eV. The maximum force comes out at 5.3 eV/Å. The calculation puts the LUMO energy at 0.51 eV. The orbital gap comes out at 2.31 eV.

Computed, not measured: the molecule C9H14N2O7, with ωB97M-V with the def2-TZVPD basis set.

```
! wB97M-V def2-TZVPD RIJCOSX def2/J DEFGRID3
* xyz 0 1
C 2.196 1.200 0.000
C 1.347 -0.036 -0.334
C 1.628 2.519 -0.598
C 1.522 2.596 -2.105
C -0.869 -1.021 -0.163
C -1.765 -0.910 -1.423
C -1.722 -1.288 1.061
C -0.901 -1.710 2.293
C -1.734 -1.474 3.527
H 3.765 -0.047 -0.330
H 4.232 1.436 0.287
H 2.035 1.271 1.102
H 0.691 2.892 -0.103
H 2.357 3.326 -0.350
H 0.472 1.791 -3.565
H -0.298 0.961 0.319
H -0.200 -1.905 -0.443
H -2.448 -2.031 0.786
H -2.274 -0.352 1.331
H -0.008 -1.113 2.469
H -0.544 -2.752 2.284
H -2.397 -3.226 3.203
H -0.769 0.583 -1.979
N 3.591 0.976 -0.357
N 0.065 0.070 -0.038
O 1.846 -1.056 -0.727
O 2.152 3.319 -2.841
O 0.675 1.635 -2.625
O -2.642 -1.705 -1.567
O -1.685 -0.522 4.257
O -2.501 -2.546 3.887
O -1.398 -0.053 -2.358
*
```

The HOMO energy comes out at -10.01 eV. The maximum force comes out at 3.1 eV/Å. The calculation puts the LUMO energy at 0.06 eV. The orbital gap comes out at 10.07 eV. The calculation puts the energy relative to the best compared isomer or geometry (same formula, charge and spin) at 98.19 kJ/mol.

Computed, not measured: a 13-piece molecular cluster, C52H113N3O14 overall, with ωB97M-V with the def2-TZVPD basis set.

```
! wB97M-V def2-TZVPD RIJCOSX def2/J DEFGRID3
* xyz 0 1
O 9.775 18.378 12.560
C 9.606 19.255 13.354
O 9.340 19.054 14.667
C 9.414 17.672 15.124
C 9.331 17.684 16.623
C 9.595 20.703 13.016
H 10.330 17.221 14.717
H 8.592 17.209 14.590
H 9.187 16.653 16.990
H 8.522 18.354 16.947
H 10.303 18.038 16.972
H 10.424 20.922 12.365
H 9.720 21.257 13.947
H 8.637 20.988 12.574
O 12.672 14.869 12.842
C 13.517 15.097 13.637
O 13.813 16.338 14.010
C 13.061 17.398 13.402
C 13.919 17.972 12.282
C 14.366 14.053 14.252
H 12.945 18.157 14.210
H 12.074 17.192 12.983
H 13.753 17.297 11.433
H 14.984 18.051 12.538
H 13.501 18.925 11.982
H 13.851 13.109 14.094
H 14.408 14.214 15.338
H 15.343 14.070 13.783
O 13.391 21.238 13.200
C 13.627 20.976 14.364
O 14.836 20.773 14.922
C 15.958 20.769 14.077
C 17.133 20.443 14.925
C 12.607 20.885 15.430
H 16.033 21.679 13.487
H 15.790 20.019 13.302
H 17.070 19.424 15.321
H 17.238 21.247 15.667
H 18.011 20.483 14.296
H 13.027 20.763 16.430
H 11.935 20.035 15.246
H 11.924 21.724 15.398
O 11.255 20.219 7.539
C 11.468 19.725 8.624
O 12.263 18.678 8.862
C 12.996 18.105 7.708
C 13.480 16.774 8.194
C 10.833 20.144 9.914
H 13.795 18.782 7.416
H 12.285 18.061 6.898
H 14.056 16.974 9.076
H 14.125 16.314 7.465
H 12.646 16.131 8.430
H 11.560 20.090 10.742
H 10.018 19.485 10.220
H 10.450 21.166 9.793
C 9.104 16.299 8.259
C 10.151 15.606 9.117
O 10.884 14.750 8.674
C 10.260 16.021 10.558
H 8.637 17.100 8.880
H 8.312 15.631 7.928
H 9.551 16.783 7.387
H 10.972 15.436 11.141
H 9.263 15.991 10.985
H 10.532 17.092 10.589
C 16.788 10.809 13.969
C 16.982 10.542 15.417
O 17.650 9.651 15.858
C 16.284 11.515 16.381
H 17.089 9.920 13.397
H 17.370 11.683 13.622
H 15.741 11.027 13.788
H 16.878 11.550 17.284
H 15.383 10.908 16.653
H 15.959 12.436 15.905
C 14.091 11.204 11.102
C 15.034 12.027 10.199
O 15.279 11.678 9.076
C 15.540 13.284 10.809
H 14.791 10.525 11.621
H 13.449 10.609 10.431
H 13.444 11.721 11.822
H 14.745 14.003 10.932
H 16.358 13.647 10.195
H 15.945 13.131 11.830
C 18.138 16.317 14.463
C 18.495 14.910 14.076
O 17.687 14.108 13.649
C 19.942 14.514 14.232
H 18.732 17.013 13.895
H 18.427 16.451 15.507
H 17.094 16.591 14.255
H 20.133 14.425 15.323
H 20.589 15.285 13.860
H 20.123 13.594 13.677
C 14.224 22.106 7.766
C 15.012 21.258 8.771
O 15.798 20.427 8.352
C 14.760 21.520 10.239
H 13.661 22.903 8.250
H 13.523 21.482 7.196
H 14.994 22.597 7.138
H 15.362 22.377 10.571
H 15.125 20.641 10.772
H 13.732 21.823 10.477
C 19.179 17.258 10.814
C 17.876 17.939 11.159
O 17.719 18.591 12.180
C 16.742 17.757 10.166
H 19.863 17.272 11.667
H 19.630 17.824 9.990
H 18.988 16.253 10.443
H 17.092 17.744 9.120
H 16.081 18.573 10.385
H 16.312 16.780 10.341
C 10.320 12.397 10.798
C 9.851 11.358 11.791
N 8.996 11.884 12.882
C 9.633 12.947 13.656
C 8.662 13.765 14.519
C 8.384 10.843 13.700
C 7.530 9.795 12.934
H 10.722 11.784 9.974
H 11.136 13.019 11.145
H 9.507 13.006 10.430
H 9.261 10.591 11.321
H 10.803 10.862 12.162
H 10.453 12.519 14.293
H 10.126 13.594 12.954
H 9.214 14.687 14.740
H 7.772 14.093 13.973
H 8.314 13.311 15.469
H 7.688 11.310 14.410
H 9.181 10.353 14.297
H 6.959 9.280 13.716
H 8.107 9.030 12.431
H 6.841 10.285 12.247
C 13.220 9.326 14.791
C 12.214 10.394 15.294
N 11.941 10.408 16.687
C 11.144 11.555 17.064
C 11.873 12.872 16.957
C 11.292 9.112 17.070
C 11.322 8.887 18.575
H 13.630 9.638 13.830
H 12.809 8.327 14.773
H 14.014 9.290 15.544
H 12.726 11.313 15.025
H 11.270 10.367 14.723
H 10.214 11.573 16.475
H 10.893 11.404 18.115
H 12.768 12.908 17.585
H 12.161 13.088 15.913
H 11.219 13.677 17.290
H 11.890 8.301 16.641
H 10.288 9.110 16.636
H 10.673 9.559 19.139
H 12.353 8.996 18.912
H 10.985 7.856 18.730
C 12.165 18.102 20.157
C 12.634 17.719 18.737
N 14.033 17.278 18.598
C 14.380 16.873 17.254
C 15.711 16.089 17.152
C 14.962 18.264 19.117
C 14.994 19.643 18.459
H 12.568 17.364 20.863
H 11.083 18.024 20.207
H 12.322 19.149 20.436
H 12.042 16.896 18.341
H 12.441 18.564 18.030
H 13.603 16.223 16.880
H 14.421 17.738 16.547
H 16.557 16.732 17.320
H 15.732 15.268 17.866
H 15.797 15.727 16.118
H 15.959 17.819 19.217
H 14.757 18.421 20.172
H 15.251 19.580 17.408
H 15.710 20.185 19.062
H 14.029 20.113 18.614
*
```

The HOMO energy comes out at -7.94 eV. The maximum force comes out at 2.6 eV/Å. The calculation puts the LUMO energy at 0.44 eV. The orbital gap comes out at 8.37 eV.

Computed, not measured: C6H7NOS as an isolated structure, with ωB97M-V with the def2-TZVPD basis set.

```
! wB97M-V def2-TZVPD RIJCOSX def2/J DEFGRID3
* xyz 0 1
C -0.582 1.230 0.068
C -0.238 -1.142 -0.761
C 0.243 1.015 1.110
C 0.676 -1.289 0.212
C -0.838 0.198 -1.027
C 1.204 -0.221 1.067
N 2.641 0.424 0.038
O 2.374 1.332 -0.722
S 3.964 -0.310 0.324
H -1.201 2.042 -0.085
H -0.741 -2.022 -1.056
H 0.221 1.678 1.914
H 0.973 -2.301 0.254
H -1.876 0.247 -1.096
H -0.345 0.754 -1.821
H 1.739 -0.575 1.877
*
```

The HOMO energy (alpha / beta) comes out at -8.50 / -8.50 eV. The maximum force comes out at 4.9 eV/Å. The calculation puts the LUMO energy (alpha / beta) at -0.11 / -0.11 eV. The orbital gap (alpha / beta) comes out at 8.39 / 8.39 eV. The calculation puts the energy relative to the best compared isomer or geometry (same formula, charge and spin) at 371.63 kJ/mol.

Computed, not measured: a 2-piece molecular cluster, C5H10N4O2 overall, with ωB97M-V with the def2-TZVPD basis set.

```
! wB97M-V def2-TZVPD RIJCOSX def2/J DEFGRID3
* xyz 0 1
C 3.476 -0.614 -0.391
C 1.126 0.303 -0.114
C 1.185 0.071 1.383
C -2.376 0.738 -0.503
C -3.136 -1.252 -0.731
H 3.450 -0.748 0.693
H 4.328 0.044 -0.623
H 3.665 -1.593 -0.857
H 2.122 0.130 -1.834
H 1.334 -0.990 1.623
H 1.998 0.639 1.838
H 0.229 0.401 1.807
H -1.863 2.529 -0.050
H -3.394 -2.256 -1.047
H -3.511 0.921 1.391
N 2.228 -0.045 -0.847
N -1.729 1.803 -0.754
N -2.378 -0.417 -1.319
N -3.199 0.427 0.562
O 0.151 0.775 -0.658
O -3.706 -0.865 0.430
*
```

The HOMO energy comes out at -7.67 eV. The maximum force comes out at 2.9 eV/Å. The calculation puts the LUMO energy at 0.80 eV. The orbital gap comes out at 8.47 eV. The calculation puts the energy relative to the best compared isomer or geometry (same formula, charge and spin) at 238.31 kJ/mol.

Computed, not measured: an isolated ion of composition C3H7N2S and charge +1, with ωB97M-V with the def2-TZVPD basis set.

```
! wB97M-V def2-TZVPD RIJCOSX def2/J DEFGRID3
* xyz 1 1
C -0.034 -0.772 0.795
C -0.005 -1.061 -0.616
C 0.893 1.574 0.293
N 0.158 0.694 1.013
N -0.946 -0.597 -1.335
S 1.789 1.332 -1.088
H -1.039 -0.989 1.209
H 0.619 -1.329 1.407
H 0.530 -1.897 -0.944
H 0.735 2.621 0.623
H -0.238 0.992 1.973
H -1.076 -0.836 -2.276
H -1.388 0.267 -1.055
*
```

The HOMO energy comes out at -12.97 eV. The maximum force comes out at 3.1 eV/Å. The calculation puts the LUMO energy at -5.36 eV. The orbital gap comes out at 7.62 eV. The calculation puts the energy relative to the best compared isomer or geometry (same formula, charge and spin) at 150.07 kJ/mol.

Computed, not measured: the molecule C3H10N2OS, with ωB97M-V with the def2-TZVPD basis set.

```
! wB97M-V def2-TZVPD RIJCOSX def2/J DEFGRID3
* xyz 0 1
C -2.334 0.324 -0.096
C 0.619 -1.975 0.229
C 1.323 1.740 -0.175
N -0.860 -0.117 -0.351
N 0.072 -0.649 0.676
O 2.427 -0.109 1.387
S 1.253 0.567 1.337
H -2.328 0.945 0.685
H -3.337 -0.120 -0.219
H -2.415 1.107 -0.968
H 0.751 -2.045 -0.791
H 1.624 -2.088 0.599
H 0.011 -2.871 0.368
H 0.432 2.310 -0.202
H 2.186 2.341 -0.090
H 1.453 1.195 -1.092
H -0.877 -0.556 -1.296
*
```

The HOMO energy comes out at -8.28 eV. The maximum force comes out at 9.6 eV/Å. The calculation puts the LUMO energy at 0.88 eV. The orbital gap comes out at 9.16 eV. The calculation puts the energy relative to the best compared isomer or geometry (same formula, charge and spin) at 555.52 kJ/mol.